(1)
This record from the OMol25 dataset describes C37H43BiFN5O as an isolated structure. The level of theory is ωB97M-V/def2-TZVPD.

```
88
Properties=species:S:1:pos:R:3:forces:R:3:lowdin_charge:R:1
Bi 0.2724 0.0187 0.2127 -1.0 -0.2 0.4 1.82
C 0.7954 2.8975 3.4370 0.2 -0.1 0.1 -0.20
C 1.4112 2.9184 2.0266 -0.2 0.2 0.0 -0.17
C 0.4251 3.3507 0.9259 0.1 0.4 0.2 -0.23
N 0.5633 2.5142 -0.2253 0.2 -0.4 -0.7 -0.09
C 0.5508 2.8669 -1.4702 -0.1 0.1 0.7 -0.24
C 0.7561 4.2130 -1.9002 0.1 0.4 0.0 -0.02
C 0.5130 4.8429 -3.0845 -0.1 -0.1 0.2 -0.09
C -0.0571 4.3236 -4.2517 -0.2 -0.2 -0.4 -0.12
C -0.2723 2.9948 -4.5188 0.1 0.6 0.0 -0.09
C 0.0415 1.8785 -3.7480 0.0 -0.3 0.2 -0.04
C 0.4687 1.7435 -2.4289 -0.1 -0.3 -0.6 -0.25
N 0.7626 0.5332 -1.9370 -0.1 0.2 0.4 -0.21
C 1.3138 -0.5099 -2.7549 0.0 -0.2 -0.3 -0.24
C 2.5519 -1.1116 -2.0528 0.0 0.2 0.0 -0.14
C 3.1245 -0.1497 -1.0046 0.5 -0.1 -0.5 -0.22
N 2.4801 -0.3401 0.2696 -0.3 0.0 0.5 -0.11
C 3.0756 -0.8027 1.3622 0.2 0.1 -0.5 -0.21
C 4.4489 -1.0930 1.3990 0.2 0.1 -0.2 -0.01
C 5.2588 -1.6856 2.3494 -0.2 -0.2 0.2 -0.08
C 4.9383 -2.2101 3.5848 0.1 -0.1 0.2 -0.11
C 3.7073 -2.1049 4.2190 0.3 0.1 -0.1 -0.08
C 2.5832 -1.4335 3.8021 -0.2 0.0 0.1 -0.03
C 2.2452 -0.8030 2.5815 -0.6 0.1 0.5 -0.26
N 1.1143 -0.1553 2.4320 0.3 -0.2 -0.6 -0.18
C 0.2963 0.3650 3.4861 0.2 -0.2 0.5 -0.25
C 0.9587 1.5692 4.1831 -0.2 0.1 -0.1 -0.18
H 1.2525 3.6777 4.0502 -0.1 0.0 0.0 0.11
H -0.2727 3.1224 3.3805 0.0 0.1 0.0 0.10
H 2.2839 3.5737 2.0057 0.0 -0.1 0.0 0.11
H 1.7570 1.9185 1.7751 0.1 0.1 0.0 0.06
H -0.6008 3.1921 1.2878 0.0 0.1 0.0 0.10
H 0.5243 4.4249 0.7216 -0.1 -0.1 0.0 0.11
H 1.1796 4.8417 -1.1244 0.0 0.0 0.0 0.10
H 0.7564 5.8988 -3.1148 0.0 0.0 0.1 0.10
H -0.3218 5.0354 -5.0218 0.0 0.0 -0.1 0.09
H -0.7177 2.7673 -5.4803 0.0 0.0 -0.1 0.10
H -0.1665 0.9338 -4.2364 0.0 0.0 0.0 0.10
H 0.5722 -1.2976 -2.9323 0.0 -0.1 -0.2 0.10
H 1.6188 -0.1055 -3.7285 -0.1 0.0 0.1 0.11
H 2.2990 -2.0456 -1.5492 0.1 0.0 -0.1 0.08
H 3.3111 -1.3261 -2.8070 0.0 -0.1 0.0 0.11
H 4.2050 -0.2750 -0.9567 -0.1 0.0 0.1 0.10
H 2.9281 0.8817 -1.3087 0.2 0.0 0.0 0.12
H 4.9916 -0.8177 0.5084 0.0 0.0 0.0 0.09
H 6.2965 -1.7837 2.0532 0.0 0.0 0.0 0.11
H 5.7266 -2.7180 4.1216 0.1 0.0 0.0 0.09
H 3.6393 -2.5663 5.1992 0.0 0.0 0.0 0.11
H 1.7805 -1.4141 4.5322 0.0 0.0 -0.1 0.10
H -0.6424 0.6905 3.0263 -0.1 0.0 0.1 0.08
H 0.0411 -0.3954 4.2369 -0.1 0.0 0.0 0.11
H 0.5108 1.6807 5.1732 0.1 0.0 0.1 0.11
H 2.0189 1.3500 4.3187 0.1 -0.1 0.1 0.11
O -3.5406 1.6605 -0.3834 0.1 0.0 -0.5 -0.09
C -3.5156 1.6470 1.0115 -0.2 0.1 0.3 -0.30
C -4.3278 0.5189 1.6582 0.4 0.1 -0.1 -0.16
C -3.6068 -0.8370 1.6842 -0.2 0.0 0.1 -0.14
C -3.6747 -1.6627 0.4288 -0.1 -0.2 0.3 -0.29
C -3.9972 -3.0168 0.4811 0.1 0.0 -0.1 -0.02
C -3.9765 -3.7575 -0.6872 0.0 0.1 -0.1 -0.05
C -3.6418 -3.1300 -1.8782 0.0 0.0 0.1 -0.06
C -3.3558 -1.7765 -1.8358 0.0 -0.2 -0.3 -0.13
N -3.3665 -1.0699 -0.7180 0.1 0.3 0.1 0.09
H -3.3570 0.7506 -0.6976 0.0 0.1 0.1 0.03
H -3.9293 2.6108 1.3225 0.1 -0.1 0.1 0.12
H -2.4783 1.5842 1.3859 -0.1 0.1 0.1 0.07
H -5.2879 0.4270 1.1486 -0.1 0.1 0.0 0.12
H -4.5209 0.8061 2.6945 0.0 0.0 0.0 0.11
H -4.0186 -1.4365 2.4972 0.1 0.0 0.0 0.11
H -2.5488 -0.6595 1.9079 0.0 0.0 0.1 0.09
H -4.2409 -3.4846 1.4235 0.0 0.0 0.1 0.11
H -4.2256 -4.8083 -0.6731 0.0 -0.1 0.0 0.11
H -3.6042 -3.6766 -2.8080 0.0 0.0 -0.1 0.10
H -3.0925 -1.2183 -2.7261 0.0 -0.1 -0.1 0.12
F 3.2825 -6.5848 0.0536 -0.1 0.1 0.0 0.04
C 2.4215 -5.5359 0.0250 0.0 0.1 0.0 -0.28
C 2.0595 -4.9251 1.2132 0.2 -0.3 -0.1 -0.01
C 1.1727 -3.8687 1.1779 -0.1 0.2 -0.3 -0.05
C 0.6406 -3.4036 -0.0315 0.2 -0.5 0.0 -0.34
C -0.3178 -2.3131 -0.0626 0.3 0.8 -0.1 -0.28
C 1.0357 -4.0502 -1.2098 -0.2 0.1 0.3 -0.07
C 1.9225 -5.1080 -1.1909 0.2 -0.2 0.1 -0.01
H 2.4625 -5.2882 2.1460 0.1 0.0 0.1 0.12
H 0.8720 -3.3889 2.0992 0.0 0.0 0.1 0.11
H -0.9838 -2.3466 0.7937 -0.2 0.0 0.1 0.03
H -0.8895 -2.2883 -0.9823 -0.2 -0.1 -0.1 0.02
H 0.6111 -3.7219 -2.1497 0.0 0.0 -0.1 0.11
H 2.2163 -5.6101 -2.1002 0.1 -0.1 -0.1 0.12
```
Positions in Å, forces in eV/Å.

Its spin multiplicity is 1. As for the LUMO energy: 0.27 eV.

(2)
This record from the OMol25 dataset describes C37H43BrIN4O4PSb2Sc as an isolated structure. The level of theory is ωB97M-V/def2-TZVPD.

```
94
Properties=species:S:1:pos:R:3:forces:R:3:lowdin_charge:R:1
Sc 0.8626 1.8772 1.4373 -1.3 -0.3 -1.0 0.98
C 3.2297 -4.9114 1.8853 0.6 -0.6 0.4 -0.36
Sb 2.1257 -3.0951 1.6655 -0.3 -0.1 -0.1 1.44
C 3.8835 -1.9655 1.1054 0.7 0.3 0.5 -0.32
C 1.1489 -3.4982 -0.3489 2.2 0.3 1.4 -0.31
C 0.2978 -4.6650 -0.1825 -0.7 -0.8 -0.1 -0.33
C 0.7483 -5.8273 -0.8036 -0.6 -1.2 -0.7 -0.06
C -0.1175 -6.9060 -1.0185 -0.6 1.0 1.0 -0.06
C -1.4456 -6.8109 -0.5626 1.5 0.4 -0.6 -0.08
C -1.8523 -5.7014 0.1376 0.2 0.0 0.4 -0.06
C -0.9666 -4.6692 0.4637 0.2 -0.6 -1.0 -0.30
C -1.4145 -3.6514 1.4233 -0.4 1.3 0.2 -0.34
Sb -1.9497 -1.6968 0.5323 1.1 0.2 0.1 1.30
C -3.3283 -2.3275 -1.0282 -0.1 -0.5 0.3 -0.32
C -3.0408 -1.0300 2.3046 0.0 -0.3 -0.2 -0.34
H 3.9146 -5.0255 1.0293 -0.2 -0.1 0.3 0.00
H 2.5449 -5.7722 1.9313 0.2 0.3 -0.1 0.00
H 3.8369 -4.9131 2.8417 -0.7 0.2 -1.1 0.03
H 3.9884 -1.9377 0.0225 0.0 0.2 -0.1 -0.02
H 4.8087 -2.4677 1.5079 -1.0 0.5 -0.3 0.03
H 3.8060 -0.9345 1.5378 0.1 -1.0 -0.5 -0.02
H 1.9452 -3.6921 -1.0713 -0.1 0.0 0.0 0.06
H 0.6421 -2.6033 -0.6146 -0.6 0.8 -0.2 -0.02
H 1.7670 -5.9106 -1.2142 -0.5 0.4 0.2 0.12
H 0.2137 -7.7681 -1.5408 0.3 -0.6 -0.3 0.09
H -2.1512 -7.5692 -0.7572 -0.6 -0.9 -0.3 0.09
H -2.8913 -5.6737 0.4509 0.1 0.2 0.3 0.11
H -0.6648 -3.4355 2.1991 -0.2 0.1 -0.4 0.01
H -2.3185 -3.9746 1.9325 -0.1 -0.1 0.0 0.06
H -4.3225 -2.5329 -0.6020 0.3 -0.1 -0.3 0.00
H -2.9078 -3.2457 -1.5185 -0.4 0.8 0.6 0.02
H -3.4090 -1.5264 -1.7743 0.0 -0.2 0.3 -0.03
H -3.9357 -1.6527 2.3205 -0.2 0.2 0.3 0.00
H -3.3093 0.0339 2.1839 0.1 -0.6 0.2 -0.04
H -2.4481 -1.2231 3.2337 -0.3 0.2 -0.9 0.01
O -0.7159 5.5594 1.1037 0.0 -0.2 0.1 0.08
C -0.9716 4.4314 0.7677 0.5 0.3 0.0 -0.66
O -0.3503 3.3670 1.3271 -0.6 1.0 -0.2 -0.31
C -1.9863 4.1519 -0.3606 0.0 -0.3 1.0 -0.22
P -1.8511 2.4034 -0.8348 0.5 -0.6 -0.1 1.04
C -1.2566 2.3409 -2.5350 0.9 -0.6 -0.9 -0.39
C -1.1407 1.0242 -3.0575 -0.2 0.7 -0.5 -0.11
C -0.5895 0.7708 -4.3204 0.1 0.8 0.5 -0.06
C 0.0195 1.8285 -4.9973 -1.0 0.5 1.0 -0.07
C -0.0797 3.1280 -4.4771 0.2 -0.7 -0.3 -0.08
C -0.7169 3.4043 -3.2816 -0.7 -0.5 0.4 -0.12
C -3.5725 1.9520 -0.9835 -1.4 -0.4 -0.3 -0.39
C -4.2525 1.7707 -2.2086 0.2 0.0 0.8 -0.07
C -5.5907 1.3889 -2.2154 0.5 0.1 0.0 -0.07
C -6.2401 1.1333 -1.0266 0.3 0.0 0.9 -0.08
C -5.5866 1.2537 0.2034 0.8 0.8 -0.8 -0.06
C -4.2703 1.7372 0.2204 -0.4 -0.5 0.0 -0.12
H -1.8837 4.8631 -1.1841 0.0 0.0 0.4 0.09
H -3.0045 4.2447 0.0816 0.7 0.2 -0.3 0.11
H -1.6051 0.2304 -2.4941 0.1 -0.3 0.1 0.08
H -0.6471 -0.1956 -4.7994 0.1 -0.2 0.3 0.11
H 0.4277 1.6803 -5.9664 0.4 -0.1 -0.6 0.09
H 0.3257 3.9328 -5.0510 0.2 0.4 -0.3 0.10
H -0.8725 4.4397 -2.9740 0.3 -0.3 0.0 0.09
H -3.7409 1.9603 -3.1424 0.0 0.0 0.0 0.10
H -6.1148 1.2848 -3.1515 -0.1 0.0 -0.1 0.11
H -7.2763 0.8921 -1.0143 -0.6 -0.4 -0.1 0.10
H -6.0885 1.0323 1.1267 -0.2 0.0 0.2 0.10
H -3.8093 1.9354 1.2001 0.0 -0.2 -0.6 0.10
N -0.4090 1.3944 3.5145 0.6 -0.7 0.3 0.02
N 0.2532 0.1825 3.9611 0.9 -0.1 -0.1 0.02
C 1.3868 -0.3001 3.1987 1.9 -1.8 2.3 -0.69
O 2.2596 -1.0391 3.7311 -2.8 2.6 -0.8 -0.06
O 1.4047 0.0350 1.9477 -0.5 0.5 -0.1 -0.22
H -0.2634 2.1260 4.2228 0.1 -0.2 -0.4 0.11
H -1.4178 1.2030 3.5539 0.4 0.1 -0.4 0.10
H 0.4161 0.1472 4.9702 0.0 -0.1 -0.5 0.15
Br 1.8204 4.3297 -1.0475 0.2 -0.7 0.3 0.91
C 2.3203 2.5288 -1.4487 0.0 -0.6 0.3 -0.68
C 3.1621 2.3253 -2.5210 0.5 -1.1 -0.7 -0.09
C 3.4915 0.9945 -2.8733 -0.6 0.9 0.9 0.00
C 2.9404 -0.0434 -2.1350 0.3 0.0 -0.9 -0.04
C 2.1080 0.2376 -1.0977 -0.8 0.7 1.4 -0.10
N 1.8425 1.5112 -0.6944 -0.1 0.5 -0.3 -0.02
H 3.5655 3.1482 -3.0985 -0.2 0.0 0.1 0.11
H 4.1357 0.7732 -3.7043 0.2 0.1 -0.2 0.12
H 3.1119 -1.0684 -2.4070 0.1 -0.2 0.0 0.12
H 1.6121 -0.5511 -0.5138 0.4 0.4 -0.2 0.10
I 6.3877 3.2847 0.5569 0.1 -0.4 0.4 0.95
C 4.8586 3.2458 1.9698 0.0 0.7 0.8 -0.69
C 4.7263 4.3686 2.8436 0.6 -0.7 -1.2 -0.09
C 3.4666 4.7656 3.2288 -0.2 0.1 0.5 -0.02
C 2.4029 3.9252 2.9549 -0.3 -0.3 -0.4 -0.10
N 2.6049 2.6991 2.4178 -0.1 0.9 0.3 -0.04
C 3.8203 2.3362 1.9416 -0.5 0.2 0.1 -0.17
H 5.6344 4.9202 3.0983 -0.5 0.1 -0.3 0.12
H 3.2928 5.7295 3.6976 0.1 -0.2 0.1 0.13
H 1.3537 4.2330 3.1105 0.7 -0.2 0.0 0.12
H 3.8617 1.3152 1.5574 0.2 0.4 -0.3 0.11
```
Positions in Å, forces in eV/Å.

Its spin multiplicity is 1. As for the LUMO energy: -3.40 eV. The total charge is +1. The calculation puts the relative energy (zero: lowest compared OMol25 entry of this formula, charge and spin) at 0.0 kcal per mole.

(3)
This record from the OMol25 dataset describes C37H43Cl2N4O2Zr as an isolated structure. The level of theory is ωB97M-V/def2-TZVPD.

```
89
Properties=species:S:1:pos:R:3:forces:R:3:lowdin_charge:R:1
Zr -0.6150 -0.8433 0.3337 -0.9 0.3 -0.1 1.78
O -4.2613 -2.6295 1.6152 0.0 0.0 0.0 0.13
C -3.6121 -1.7112 1.1708 -0.1 0.0 0.0 -0.44
N -2.5967 -1.8366 0.2426 0.1 -0.2 -0.1 -0.02
C -1.8973 -3.0100 0.1923 0.1 0.0 0.1 -0.50
O -1.2235 -3.2540 -0.7984 0.0 -0.2 0.0 0.08
C -1.4566 -3.5205 1.5476 0.0 0.0 -0.1 -0.20
C -1.5653 -4.7823 2.0791 0.0 0.0 0.1 0.03
C -0.9921 -4.9995 3.3250 0.0 0.0 0.0 -0.01
C -0.3267 -3.9636 3.9625 0.0 0.0 0.0 -0.02
C -0.2415 -2.7325 3.3401 0.0 0.0 0.0 -0.11
N -0.8035 -2.5032 2.1496 0.0 0.0 0.0 0.03
C -3.8540 -0.2823 1.5304 0.0 0.0 0.0 -0.19
C -5.0779 0.1438 2.0087 0.0 0.0 0.0 0.03
C -5.2490 1.4980 2.2451 0.0 0.0 0.0 -0.02
C -4.1904 2.3563 1.9926 0.0 0.0 0.0 -0.02
C -2.9891 1.8304 1.5444 0.0 0.0 0.0 -0.11
N -2.8114 0.5269 1.3215 0.0 0.0 0.1 0.06
H -2.0935 -5.5575 1.5439 0.0 0.0 0.0 0.14
H -1.0657 -5.9706 3.7958 0.0 0.0 0.0 0.12
H 0.1277 -4.1045 4.9325 0.0 0.0 0.0 0.12
H 0.2835 -1.9038 3.7974 0.0 0.0 0.0 0.08
H -5.8629 -0.5814 2.1702 0.0 0.0 0.0 0.13
H -6.1932 1.8793 2.6097 0.0 0.0 0.0 0.12
H -4.2840 3.4222 2.1447 0.0 0.0 0.0 0.12
H -2.1384 2.4728 1.3577 0.0 0.0 0.0 0.11
Cl 2.6053 -0.7032 2.8157 0.1 0.0 0.0 0.56
C 3.6175 0.6339 2.2111 0.0 0.0 0.0 -0.94
Cl 3.9499 0.4982 0.4851 0.0 0.0 0.0 0.58
H 4.5550 0.6005 2.7523 0.0 0.0 0.0 0.03
H 3.0809 1.5588 2.3841 0.0 0.0 0.0 0.00
C 4.1652 -2.6106 -1.9212 0.0 0.0 0.0 -0.04
C 3.3592 -3.3072 -0.8165 0.0 0.0 0.0 -0.62
C 4.2210 -3.4562 0.4463 0.0 0.0 0.0 -0.05
C 2.8902 -4.6878 -1.2966 0.0 0.0 0.0 -0.04
C 2.1802 -2.4974 -0.4925 0.0 0.0 -0.1 -0.12
C 1.1840 -1.8421 -0.2445 0.1 0.1 0.1 -0.16
H 5.0379 -3.2159 -2.1712 0.0 0.0 0.0 0.09
H 4.5079 -1.6297 -1.5920 0.0 0.0 0.0 0.06
H 3.5630 -2.4854 -2.8216 0.0 0.0 0.0 0.09
H 5.0941 -4.0697 0.2184 0.0 0.0 0.0 0.09
H 3.6578 -3.9397 1.2457 0.0 0.0 0.0 0.09
H 4.5613 -2.4836 0.8014 0.0 0.0 0.0 0.06
H 3.7574 -5.3029 -1.5427 0.0 0.0 0.0 0.09
H 2.2636 -4.5990 -2.1842 0.0 0.0 0.0 0.09
H 2.3144 -5.1932 -0.5207 0.0 0.0 0.0 0.09
C 2.5877 4.8876 0.8789 0.0 0.0 0.0 -0.03
C 1.7152 3.7120 1.2238 0.0 0.0 0.0 -0.26
C 1.4154 3.4243 2.5572 0.0 0.0 0.0 -0.03
C 0.6267 2.3319 2.8927 0.1 -0.1 0.0 -0.29
C 0.3475 1.9742 4.3253 0.0 0.0 0.0 -0.03
C 0.1018 1.5684 1.8563 0.0 -0.1 0.1 -0.11
C 0.3367 1.8583 0.5026 0.2 -0.1 0.1 -0.29
C 1.1982 2.9179 0.2081 0.0 0.0 0.0 0.00
N -0.2763 1.0035 -0.4080 -0.1 0.0 0.1 -0.15
C -0.5882 1.2842 -1.8161 0.0 0.0 -0.1 -0.45
C -1.0661 2.7159 -2.0863 -0.1 0.0 0.0 -0.07
C -1.4516 2.8527 -3.5673 0.0 0.0 0.0 -0.27
C -0.2354 2.5382 -4.4452 0.0 0.0 0.0 -0.11
C 0.2277 1.1012 -4.1875 0.0 0.0 0.0 -0.28
C -0.9031 0.1186 -4.5034 0.0 0.0 0.0 -0.11
C -2.1258 0.4458 -3.6438 -0.1 0.0 0.0 -0.27
C -2.5836 1.8825 -3.9161 0.0 0.0 0.0 -0.11
C -1.7738 0.3558 -2.1566 0.1 0.0 0.1 -0.11
C 0.6122 0.9519 -2.7156 0.0 0.0 0.0 -0.07
H 3.2236 5.1705 1.7163 0.0 0.0 0.0 0.08
H 1.9743 5.7532 0.6210 0.0 0.0 0.0 0.09
H 3.2228 4.6664 0.0215 0.0 0.0 0.0 0.08
H 1.8122 4.0598 3.3408 0.0 0.0 0.0 0.13
H 0.2280 2.8663 4.9389 0.0 0.0 0.0 0.09
H 1.1751 1.3947 4.7406 0.0 0.0 0.0 0.08
H -0.5573 1.3715 4.4157 0.0 0.0 0.0 0.08
H -0.6241 0.8008 2.1461 0.0 0.1 0.0 0.06
H 1.4737 3.1259 -0.8157 0.0 0.0 0.0 0.11
H -0.2886 3.4423 -1.8516 0.0 0.0 0.0 0.11
H -1.9252 2.9377 -1.4431 0.0 0.0 0.0 0.13
H -1.7809 3.8782 -3.7482 0.0 0.0 0.0 0.14
H 0.5777 3.2375 -4.2281 0.0 0.0 0.0 0.12
H -0.4973 2.6656 -5.4986 0.0 0.0 0.0 0.12
H 1.0951 0.8728 -4.8106 0.0 0.0 0.0 0.14
H -0.5719 -0.9072 -4.3154 0.0 0.0 0.0 0.13
H -1.1747 0.1824 -5.5601 0.0 0.0 0.0 0.13
H -2.9358 -0.2524 -3.8639 0.0 0.0 0.0 0.15
H -3.4763 2.1105 -3.3257 0.0 0.0 0.0 0.12
H -2.8550 1.9926 -4.9689 0.0 0.0 0.0 0.13
H -1.5919 -0.7112 -1.8998 0.3 0.0 -0.2 0.09
H -2.6343 0.6599 -1.5521 0.0 0.0 0.0 0.12
H 1.4455 1.6152 -2.4665 0.0 0.0 0.0 0.12
H 0.9439 -0.0693 -2.5028 0.0 0.0 0.0 0.11
```
Positions in Å, forces in eV/Å.

Its spin multiplicity is 1. As for the LUMO energy: -3.28 eV. The total charge is +1. The calculation puts the relative energy (zero: lowest compared OMol25 entry of this formula, charge and spin) at 50.1 kcal per mole.

Number 1: strongest force on any atom 0.0205 Eh/bohr, frontier orbital gap 7.0 eV, total energy -2099.08518 Ha. Number 2: strongest force on any atom 0.0764 Eh/bohr, frontier orbital gap 5.6 eV, total energy -6409.85994 Ha. Number 3: strongest force on any atom 0.0186 Eh/bohr, frontier orbital gap 7.3 eV, total energy -2772.52245 Ha.